200
Properties=species:S:1:pos:R:3:forces:R:3:lowdin_charge:R:1 method="wB97M-V/def2-TZVPD" relative_energy_ev=6.712 total_charge=0 smiles="COCCNCCOC.COCCNCCOC.COCCNCCOC.COCCNCCOC.COCCNCCOC.COCCNCCOC.COCCNCCOC.NC(N)=O.NC(N)=O.NC(N)=O.NC(N)=O" homo_lumo_gap_ha=0.3137
C -5.663635 -10.805969 -26.771138 0.45 -0.09 -0.16 -0.106
O -5.956367 -9.490085 -26.323696 1.85 -1.53 0.83 -0.170
C -6.760021 -8.879338 -27.244684 -2.20 0.42 -0.28 -0.289
C -6.941794 -7.444734 -26.886996 1.41 0.07 0.05 -0.212
N -5.754149 -6.748698 -27.350181 -1.48 1.06 -0.42 -0.074
C -5.566879 -5.536773 -26.572917 0.77 0.29 -1.54 -0.191
C -6.647505 -4.418499 -26.839980 0.23 -1.02 0.80 -0.210
O -6.144141 -3.165139 -27.185623 0.59 0.58 0.87 -0.187
C -5.740473 -3.029940 -28.514541 -0.46 -0.35 -0.63 -0.116
H -5.140240 -10.816218 -27.727198 -0.52 0.44 -0.75 0.079
H -6.594626 -11.370168 -26.826230 0.09 -0.32 -0.06 0.096
H -4.887057 -11.339849 -26.223412 -0.45 0.35 1.17 0.076
H -7.770210 -9.286642 -27.203124 -0.21 -0.73 -0.25 0.125
H -6.366018 -9.002523 -28.253487 -0.01 0.17 -0.27 0.129
H -6.955845 -7.303514 -25.806273 -0.38 -0.54 0.50 0.119
H -7.899434 -7.057916 -27.235405 0.22 0.22 -0.54 0.120
H -4.938462 -7.343237 -27.385819 -0.08 0.01 0.37 0.108
H -4.585918 -5.226850 -26.933123 0.06 0.84 0.42 0.116
H -5.488696 -5.770094 -25.511060 -0.13 0.19 0.33 0.093
H -7.184870 -4.299913 -25.899084 0.01 0.34 0.06 0.119
H -7.413557 -4.736045 -27.547382 0.15 -0.30 -0.45 0.113
H -5.140322 -3.873580 -28.855411 0.21 -0.09 0.00 0.083
H -5.191549 -2.103700 -28.684385 -0.02 -0.04 0.40 0.090
H -6.644694 -3.001701 -29.122576 -0.07 0.01 -0.44 0.086
C -2.980553 -14.607310 -31.827447 -0.17 0.05 -1.53 -0.131
O -3.027479 -14.729789 -30.466372 -0.71 -0.62 2.32 -0.200
C -3.921681 -13.794824 -29.809698 -0.37 0.31 -0.58 -0.175
C -4.163096 -14.198138 -28.336716 2.13 -1.25 -1.40 -0.123
N -2.785669 -14.433147 -27.789699 -0.59 0.98 1.06 -0.094
C -2.061342 -13.238823 -27.349397 -0.62 -1.34 1.08 -0.186
C -0.655022 -13.613014 -26.867304 0.21 1.15 -1.93 -0.141
O 0.129049 -14.261752 -27.900255 0.38 0.42 0.73 -0.262
C 0.423816 -13.564318 -29.105203 -0.41 -0.73 -0.24 -0.073
H -3.857675 -15.001798 -32.340396 -0.89 0.62 0.13 0.083
H -2.265748 -15.268543 -32.317278 0.85 0.15 0.75 0.075
H -2.760498 -13.566220 -32.063678 -0.10 0.13 -0.65 0.084
H -4.858413 -13.668133 -30.352450 -0.28 -0.53 -0.22 0.114
H -3.454966 -12.818677 -29.941603 0.21 0.35 0.51 0.111
H -4.672232 -15.161217 -28.299796 0.08 -0.26 -0.27 0.109
H -4.831566 -13.587027 -27.730253 0.60 0.71 -0.13 0.113
H -2.173733 -14.844958 -28.479660 -0.41 -0.49 -0.48 0.087
H -2.509289 -12.867262 -26.427778 -0.41 0.26 0.05 0.114
H -2.121364 -12.438598 -28.087060 0.57 0.22 -0.08 0.115
H -0.543867 -14.252390 -25.991556 -0.60 -0.10 -0.17 0.117
H -0.293916 -12.616053 -26.614760 0.96 0.01 0.12 0.111
H 1.042160 -14.171548 -29.766288 0.57 -0.46 0.52 0.084
H 1.001548 -12.648141 -28.982955 -0.66 0.32 0.11 0.082
H -0.489241 -13.580823 -29.700309 -0.30 1.23 -0.05 0.086
C 3.489483 -18.613353 -29.966884 1.31 0.15 -0.28 -0.082
O 4.427712 -17.701646 -29.376915 -1.27 0.09 0.41 -0.177
C 3.783105 -16.525699 -28.937885 1.23 1.62 -0.29 -0.236
C 4.869437 -15.570295 -28.359272 -0.73 0.22 0.68 -0.157
N 4.440048 -14.128051 -28.355732 0.31 -1.93 -0.31 -0.051
C 3.590334 -13.797085 -27.213219 0.12 1.48 -1.93 -0.214
C 4.393291 -13.366116 -26.026711 -1.10 -0.58 0.49 -0.200
O 3.460714 -12.908262 -25.021940 1.44 -0.31 1.32 -0.224
C 4.207752 -12.696000 -23.798681 -0.20 0.14 0.49 -0.091
H 4.097167 -19.498063 -30.156902 -0.41 -0.30 0.24 0.087
H 3.211836 -18.248143 -30.955633 -0.39 0.23 -0.07 0.081
H 2.611625 -18.802801 -29.349170 0.06 -0.07 0.10 0.081
H 3.000792 -16.617953 -28.184498 0.04 -0.87 0.31 0.097
H 3.281726 -15.983130 -29.739346 0.05 -0.05 -0.73 0.106
H 5.862046 -15.651198 -28.802303 -0.33 -0.15 -0.57 0.119
H 4.997645 -15.938393 -27.341347 0.24 0.12 0.37 0.105
H 5.281198 -13.571129 -28.404890 -0.09 0.28 0.16 0.091
H 2.845433 -14.588340 -27.128733 0.23 -0.06 0.75 0.117
H 3.052303 -12.905724 -27.535824 -0.54 0.12 0.03 0.085
H 5.047187 -12.523351 -26.250921 0.22 -0.09 -0.32 0.112
H 4.965613 -14.251608 -25.750216 0.24 0.16 0.80 0.127
H 4.830721 -11.801938 -23.772973 0.29 0.14 -0.89 0.081
H 4.835389 -13.548842 -23.540153 -0.01 -0.17 -0.28 0.091
H 3.600502 -12.505413 -22.913791 -0.86 -0.36 -0.39 0.083
C -4.010755 -12.420322 -35.730962 1.20 -0.86 -0.46 -0.101
O -3.461373 -11.147810 -35.479906 -0.49 0.19 -0.09 -0.178
C -2.164530 -11.300290 -34.983957 2.15 2.17 0.01 -0.240
C -1.318956 -9.983082 -35.301243 -2.35 -0.65 0.72 -0.177
N -1.881265 -8.906594 -34.487747 0.04 -1.60 0.76 -0.089
C -1.165072 -7.690527 -34.556951 -1.53 2.05 -0.63 -0.217
C -1.591371 -6.700014 -33.431225 1.35 -1.03 0.56 -0.235
O -0.906159 -5.487006 -33.577891 0.47 0.81 0.18 -0.205
C -0.910344 -4.625671 -32.417219 0.08 -1.04 -0.87 -0.081
H -5.095512 -12.525715 -35.747450 0.12 0.67 0.05 0.088
H -3.577613 -13.125954 -35.022037 -0.42 -0.23 0.44 0.072
H -3.554086 -12.729466 -36.671172 -0.53 -0.37 -0.45 0.092
H -1.509680 -12.063370 -35.404636 -0.71 -0.76 -0.49 0.116
H -2.236889 -11.459479 -33.908073 0.28 0.02 0.24 0.104
H -1.468196 -9.760014 -36.357689 0.14 -0.19 -0.43 0.116
H -0.249712 -10.123246 -35.142615 -0.09 -0.03 0.35 0.100
H -2.864632 -8.816004 -34.699574 -0.02 0.07 -0.03 0.116
H -1.527931 -7.107642 -35.403515 0.73 0.01 -1.00 0.115
H -0.120715 -7.974311 -34.686934 0.19 0.84 0.55 0.125
H -1.331498 -7.229312 -32.514483 -0.01 0.26 0.62 0.113
H -2.658357 -6.478362 -33.408701 -0.34 -0.47 -0.30 0.122
H -0.226101 -5.038319 -31.675848 -0.01 0.02 0.22 0.083
H -1.915202 -4.565692 -31.999170 -0.09 0.18 0.07 0.080
H -0.546770 -3.648260 -32.734378 -0.16 -0.11 -0.02 0.086
C 0.247654 -11.640722 -32.277906 -0.33 0.88 0.92 -0.103
O 1.347634 -11.470995 -31.363076 -1.33 -1.50 -0.92 -0.203
C 2.498523 -11.933080 -32.021554 2.27 1.64 1.87 -0.215
C 3.705511 -11.789560 -30.989510 -1.81 0.69 -1.49 -0.171
N 4.124433 -10.380634 -30.793049 0.13 -0.52 -0.13 -0.063
C 5.071182 -10.351078 -29.694684 1.28 1.93 0.41 -0.214
C 5.104584 -8.940187 -28.947056 -0.04 -1.73 0.30 -0.142
O 6.154287 -8.836744 -27.928908 -0.51 0.00 -3.16 -0.178
C 5.876774 -9.308172 -26.676794 -0.13 -0.60 1.16 -0.159
H -0.644347 -11.445265 -31.682735 -0.10 0.36 -0.27 0.087
H 0.080431 -12.613728 -32.739859 0.68 -0.57 0.34 0.084
H 0.359584 -10.946781 -33.110980 -0.19 0.30 0.07 0.071
H 2.686577 -11.189560 -32.796087 0.31 -0.40 -0.69 0.118
H 2.445051 -12.956858 -32.391872 -0.25 -0.05 -0.02 0.119
H 4.498844 -12.383172 -31.443767 0.37 0.12 0.51 0.119
H 3.372410 -12.174961 -30.025860 0.12 -0.67 -0.03 0.081
H 3.350880 -9.784904 -30.534554 -0.56 -0.24 -0.15 0.098
H 6.082619 -10.399895 -30.098051 0.14 -0.69 0.05 0.116
H 4.868939 -11.170686 -29.005163 0.23 -0.01 0.42 0.087
H 4.102935 -8.842243 -28.528470 -0.06 0.46 0.50 0.101
H 5.244955 -8.164432 -29.699784 0.29 0.03 0.24 0.121
H 5.254461 -8.568846 -26.172586 0.00 -0.19 0.64 0.095
H 6.815994 -9.534549 -26.172115 0.25 0.88 0.19 0.093
H 5.444766 -10.304782 -26.586098 -0.83 -0.16 -0.63 0.055
C -7.061140 -14.263253 -33.354961 0.91 0.23 0.68 -0.112
O -6.596321 -15.577943 -33.584653 0.43 -0.26 0.32 -0.211
C -7.624515 -16.534331 -33.398366 -0.15 -0.77 -0.56 -0.208
C -7.158836 -17.960707 -33.907246 0.80 2.98 0.93 -0.134
N -5.880011 -18.327592 -33.209809 -2.58 0.46 -0.35 -0.102
C -5.420472 -19.591062 -33.696104 1.68 -0.01 -0.17 -0.220
C -3.970999 -19.699153 -33.284039 1.88 0.76 0.44 -0.161
O -3.181008 -18.551391 -33.728147 -1.80 -0.23 -1.21 -0.200
C -2.014580 -18.236383 -33.064328 0.50 0.24 1.10 -0.141
H -6.196613 -13.666911 -33.063286 0.26 0.10 -0.48 0.073
H -7.667562 -14.178126 -32.453242 -0.62 -0.32 -0.14 0.090
H -7.535462 -13.816511 -34.228771 -0.23 -0.12 0.00 0.092
H -8.432397 -16.148761 -34.020264 -0.60 -0.58 -0.03 0.117
H -7.960058 -16.553770 -32.361469 0.07 -0.04 0.23 0.112
H -6.971796 -17.720414 -34.953849 0.05 -0.78 -0.40 0.114
H -7.965687 -18.681906 -33.777002 0.25 -0.09 0.06 0.122
H -5.214340 -17.586827 -33.377883 0.24 -0.05 -0.27 0.105
H -5.536107 -19.681509 -34.776179 -0.05 -0.18 -0.20 0.123
H -5.906915 -20.421054 -33.183685 -0.35 -0.08 -0.16 0.125
H -3.440455 -20.586379 -33.629657 -0.35 -0.27 -0.04 0.127
H -3.942839 -19.666892 -32.194885 0.00 -0.24 0.26 0.122
H -1.200111 -18.948832 -33.195324 -0.01 -0.27 -0.06 0.092
H -2.199244 -18.090820 -31.999997 -0.04 -0.39 0.47 0.079
H -1.642608 -17.254052 -33.355484 -0.18 -0.04 -0.66 0.076
C 1.942583 -10.418348 -26.633102 -0.95 0.71 1.00 -0.072
O 0.962469 -9.530944 -25.980909 0.40 -0.92 -0.60 -0.184
C 0.811232 -9.775191 -24.581959 0.23 -0.86 -1.08 -0.235
C -0.560993 -9.393270 -24.000948 2.45 0.86 1.81 -0.161
N -0.456107 -9.852453 -22.591598 -1.53 -1.85 -0.75 -0.097
C -1.343972 -9.214531 -21.619553 0.63 0.40 -0.49 -0.190
C -2.859849 -9.228737 -21.970326 2.06 -0.34 0.89 -0.224
O -3.050347 -8.214119 -22.906941 0.72 -0.81 0.09 -0.198
C -4.333017 -8.160999 -23.414497 -0.64 0.78 -0.23 -0.116
H 2.952610 -10.103105 -26.371230 0.14 0.23 -0.32 0.072
H 1.738687 -10.423909 -27.703850 0.14 0.43 0.03 0.082
H 1.885254 -11.454065 -26.298285 -0.42 -0.01 0.30 0.045
H 1.598419 -9.263863 -24.027906 0.03 0.51 0.12 0.121
H 1.057306 -10.825972 -24.428986 -0.45 -0.46 0.25 0.105
H -1.448119 -9.700919 -24.554534 0.21 0.00 0.17 0.121
H -0.442494 -8.326941 -23.808596 -1.02 0.64 -1.30 0.114
H 0.516688 -9.954848 -22.340048 -0.29 0.25 0.46 0.092
H -1.058990 -8.163616 -21.570065 -0.28 0.56 0.18 0.109
H -1.113190 -9.609509 -20.630188 -0.33 -0.32 -0.05 0.113
H -3.390120 -9.029726 -21.039034 -0.36 0.14 0.10 0.119
H -3.136858 -10.225984 -22.312174 -0.21 -0.09 -0.37 0.124
H -4.237038 -7.327709 -24.110578 -0.86 -0.02 -0.10 0.087
H -5.041943 -7.980624 -22.606423 -0.28 0.49 0.08 0.091
H -4.730126 -9.043388 -23.916276 0.53 -0.36 -0.31 0.078
N 1.521282 -15.151484 -24.214193 -1.56 4.04 0.65 0.187
C 1.791182 -16.417070 -24.371933 3.26 -1.10 -0.52 -0.772
N 0.805259 -17.228363 -24.047532 -1.92 -2.17 0.48 0.165
O 2.897204 -16.814893 -24.753130 -0.47 -0.02 -0.46 0.010
H 0.650677 -14.865684 -23.789394 0.07 -0.16 -0.15 0.109
H 2.078689 -14.369470 -24.526991 0.64 -0.42 -0.05 0.082
H 0.935977 -18.208966 -24.251068 -0.06 0.17 0.43 0.125
H 0.009584 -16.931167 -23.501015 0.07 -0.25 -0.33 0.115
N 0.476002 -16.921593 -27.274627 1.24 0.62 3.39 0.196
C 0.043892 -17.612450 -28.296355 1.46 -1.87 3.27 -0.870
N -0.133179 -16.872026 -29.295372 -1.75 3.41 -6.26 0.204
O -0.072399 -18.801413 -28.296705 -1.01 -3.43 0.14 0.055
H 0.673852 -17.459209 -26.442802 0.07 0.53 -0.06 0.094
H 0.412210 -15.914046 -27.304505 0.14 -0.20 0.42 0.062
H -0.669762 -17.314666 -30.027665 0.56 0.60 -0.47 0.123
H 0.418401 -16.028202 -29.357234 -0.68 -0.18 -0.56 0.086
N -6.205060 -17.483538 -30.192796 4.33 4.35 -1.53 0.180
C -7.173912 -18.263574 -29.904386 -1.82 -0.42 2.57 -0.841
N -7.223315 -19.259559 -30.732110 -1.31 -4.08 -2.73 0.178
O -7.862084 -18.131287 -28.928522 -1.75 0.15 1.87 0.046
H -6.132964 -16.576007 -29.755438 -0.12 -0.34 -0.02 0.110
H -5.852624 -17.583106 -31.134057 0.44 0.36 0.08 0.076
H -6.828349 -19.115652 -31.650476 0.04 -0.26 0.03 0.047
H -7.962627 -19.937588 -30.614656 0.14 0.24 -0.03 0.123
N -3.964607 -15.669490 -25.257741 -2.12 4.39 1.23 0.161
C -3.356081 -16.828521 -25.257881 -1.59 -1.99 0.85 -0.813
N -2.736693 -16.977410 -26.378719 2.90 -0.80 -3.35 0.185
O -3.562605 -17.687901 -24.443358 0.17 -1.44 2.06 0.038
H -3.729342 -14.977927 -25.955231 -0.17 -0.11 0.21 0.057
H -4.637492 -15.429600 -24.543749 0.38 -0.23 -0.09 0.117
H -2.633510 -16.096710 -26.862261 0.56 -0.46 -0.82 0.051
H -2.203607 -17.801048 -26.618607 -0.05 0.23 0.22 0.115